1.
A molecular structure, C3H3LaO3 in a non-equilibrium geometry, computed with the ωB97M-V functional and the def2-TZVPD basis.

spin multiplicity = 2
net charge = +3
largest force on an atom = 6.1 eV/Å
HOMO energy (spin up / spin down) = -21.328 / -23.196 eV
⟨S²⟩ = 0.790
energy relative to the best compared isomer or geometry (same formula, charge and spin) = 309.0 kJ/mol
Kohn-Sham gap (spin up / spin down) = 5.859 / 7.735 eV

Geometry (Å):
O: -0.741 1.861 1.767
La: -2.196 -1.064 -1.485
O: -2.049 1.083 0.068
C: -1.371 1.730 0.791
O: 1.157 -0.058 -0.460
C: 0.635 -0.689 -1.488
H: 1.164 -0.426 -2.421
C: 1.110 -0.664 0.839
H: 0.239 -1.290 1.041
H: 2.053 -0.484 1.348

=====

2.
A molecular structure, C3H3LiO3 in a non-equilibrium geometry, computed with the ωB97M-V functional and the def2-TZVPD basis.

largest force on an atom = 3.5 eV/Å
HOMO energy = -7.859 eV
energy relative to the best compared isomer or geometry (same formula, charge and spin) = 125.3 kJ/mol
Kohn-Sham gap = 7.249 eV

Geometry (Å):
C: -1.417 0.217 -0.169
O: 1.040 -0.382 0.039
C: 0.839 0.888 -0.024
C: -0.920 -1.018 0.253
O: -0.448 1.265 0.041
O: 1.733 1.729 0.148
H: -1.723 0.268 -1.222
H: -0.797 -1.196 1.326
H: -1.079 -1.878 -0.401
Li: 2.771 0.107 0.008

=====

3.
A molecular structure, C3H3LiO3Sn in a non-equilibrium geometry, computed with the ωB97M-V functional and the def2-TZVPD basis.

spin multiplicity = 2
net charge = +3
largest force on an atom = 4.6 eV/Å
HOMO energy (spin up / spin down) = -21.344 / -26.209 eV
⟨S²⟩ = 0.755
energy relative to the best compared isomer or geometry (same formula, charge and spin) = 0.0 kJ/mol
Kohn-Sham gap (spin up / spin down) = 6.490 / 11.336 eV

Geometry (Å):
O: 0.751 0.662 0.048
C: 0.545 -0.619 0.175
C: -0.716 1.376 0.017
O: 1.491 -1.407 0.026
O: -0.716 -0.956 0.199
C: -1.535 0.151 0.136
Sn: 2.867 0.291 -0.007
H: -0.807 1.904 -0.940
H: -0.692 2.035 0.891
H: -2.514 -0.033 -0.296
Li: 1.326 -3.404 -0.250

=====

4.
A molecular structure, C3H3LiO3Tl in a non-equilibrium geometry, computed with the ωB97M-V functional and the def2-TZVPD basis.

net charge = +1
largest force on an atom = 3.9 eV/Å
HOMO energy = -10.861 eV
energy relative to the best compared isomer or geometry (same formula, charge and spin) = 834.7 kJ/mol
Kohn-Sham gap = 5.596 eV

Geometry (Å):
H: -0.930 -0.900 -0.095
C: -0.305 -2.200 -0.009
C: -0.984 -3.523 0.106
O: 0.035 -4.511 0.120
C: -0.320 -5.819 0.068
O: -1.547 -6.056 0.088
O: -0.554 -1.406 0.948
Tl: -0.726 -8.527 0.023
H: -1.689 -3.613 -0.740
H: -1.611 -3.628 1.009
Li: -2.975 -1.285 0.460

=====

5.
A molecular structure, C3H3LiO4Sr in a non-equilibrium geometry, computed with the ωB97M-V functional and the def2-TZVPD basis.

spin multiplicity = 2
net charge = +1
largest force on an atom = 3.8 eV/Å
HOMO energy (spin up / spin down) = -8.632 / -13.720 eV
⟨S²⟩ = 0.750
energy relative to the best compared isomer or geometry (same formula, charge and spin) = 0.0 kJ/mol
Kohn-Sham gap (spin up / spin down) = 5.084 / 10.172 eV

Geometry (Å):
C: -1.486 0.779 0.527
C: -0.650 0.568 -0.702
O: 0.689 0.219 -0.440
C: 1.017 -1.102 -0.172
O: 0.763 -1.725 0.855
O: 1.934 -1.455 -0.935
O: -1.126 0.520 1.656
H: -2.422 1.342 0.347
H: -0.593 1.510 -1.262
H: -1.161 -0.203 -1.304
Sr: 3.340 0.673 -0.828
Li: -0.305 -1.124 2.258

=====

6.
A single C3H3N molecule in a non-equilibrium geometry, computed with the ωB97M-V functional and the def2-TZVPD basis.

largest force on an atom = 5.6 eV/Å
HOMO energy = -7.734 eV
energy relative to the best compared isomer or geometry (same formula, charge and spin) = 399.5 kJ/mol
Kohn-Sham gap = 7.645 eV

Geometry (Å):
C: -0.820 0.629 -0.205
C: -1.639 -0.407 0.253
C: 0.549 0.465 -0.275
N: 1.474 -0.189 -0.085
H: -1.086 1.499 -0.687
H: -1.071 -1.187 0.789
H: 2.314 -0.578 -0.548

=====

> energy relative to the best compared isomer or geometry (same formula, charge and spin) of number 6 (C3H3N)?

399.5 kJ/mol

=====

> Which of these has the highest largest force on an atom?

C3H3LaO3